Formula: C16H16N6O5Sr
Source: the OMol25 dataset
Level of theory: ωB97M-V/def2-TZVPD

```
44
Properties=species:S:1:pos:R:3:forces:R:3:mulliken_charge:R:1
Sr -0.1454 0.6836 0.5926 0.562 0.515 -0.997 2.057
O 0.1366 -0.3048 4.1153 0.129 0.032 -0.020 -0.691
C 0.8316 -0.0920 3.1406 0.141 0.518 -0.309 0.184
O 0.8982 1.0296 2.4587 0.657 -0.549 1.871 -1.101
C 1.7160 -1.2383 2.5880 -0.046 -0.319 -0.251 -0.276
C 2.7278 -0.7679 1.5364 -0.603 -0.140 -0.378 0.140
C 3.7389 -1.8554 1.1810 -0.007 -0.219 0.113 -0.923
C 2.9114 -2.7969 0.2634 0.162 -0.129 0.180 -1.018
C 1.5358 -2.1707 0.3582 -0.073 0.571 0.256 0.282
O 1.8811 -0.7386 0.3207 0.306 -0.542 0.306 -0.602
C 0.9282 -2.3641 1.7699 0.473 0.186 0.249 0.291
C -0.6091 -2.2929 1.7457 -0.034 0.776 -0.378 -0.332
O -1.2613 -3.2307 2.1533 -0.075 -0.006 -0.006 -0.738
O -1.0599 -1.2003 1.1841 -0.291 -1.595 0.612 -0.815
H 2.2172 -1.6718 3.4528 -0.051 -0.140 -0.023 0.486
H 3.1310 0.2189 1.7240 -0.006 0.098 -0.073 0.594
H 4.0978 -2.3546 2.0822 0.016 -0.010 -0.049 0.330
H 4.5997 -1.4469 0.6554 0.000 0.044 -0.006 0.360
H 2.9059 -3.8360 0.5926 0.045 0.030 0.005 0.405
H 3.2777 -2.7591 -0.7615 0.000 -0.007 -0.032 0.328
H 0.8485 -2.3991 -0.4516 -0.018 0.049 -0.067 0.432
H 1.1783 -3.3550 2.1423 0.092 0.003 0.085 0.550
N 0.5218 -0.8456 -3.2836 -0.026 0.045 -0.078 -0.345
C 0.0837 0.3684 -2.9263 0.025 -0.135 0.127 0.625
N 0.6569 1.4396 -3.4839 -0.283 -0.111 0.147 -0.699
C 0.1639 2.5977 -3.0563 0.047 0.436 0.198 0.525
N 0.7183 3.7285 -3.5135 -0.039 -0.089 -0.043 -0.366
N -0.8541 2.7679 -2.1610 0.206 -0.299 -0.237 -0.640
C -1.3262 1.6330 -1.6981 -0.947 -0.068 0.361 0.093
N -0.8905 0.3934 -1.9854 -0.317 0.759 -0.315 -0.668
C -2.4881 1.7293 -0.6671 0.614 0.119 -0.121 1.403
C -3.7693 1.4066 -1.0559 -0.114 -0.033 -0.031 -0.349
C -4.7735 1.4639 -0.0992 -0.145 -0.036 -0.072 -0.502
C -4.4651 1.8177 1.1991 0.012 0.026 0.149 -0.468
C -3.1485 2.1135 1.5162 0.123 0.028 -0.463 -0.474
N -2.1765 2.0893 0.5984 -0.718 0.197 -0.646 -0.784
H 1.2117 -0.9287 -4.0072 0.033 0.008 -0.013 0.234
H 0.0332 -1.6567 -2.9483 0.017 0.005 0.031 0.270
H 1.4928 3.6835 -4.1495 0.005 -0.010 -0.019 0.243
H 0.3729 4.6099 -3.1807 -0.010 0.006 -0.006 0.238
H -3.9804 1.1078 -2.0736 0.028 -0.004 0.011 0.460
H -5.7927 1.2135 -0.3656 0.035 0.005 -0.015 0.416
H -5.2225 1.8458 1.9705 0.011 -0.011 -0.036 0.397
H -2.8538 2.3649 2.5271 0.063 -0.004 -0.019 0.447
```
Positions in Å, forces in eV/Å.

Output
- HOMO energy: -8.26 eV
- 2S+1: 1
- Gap between HOMO and LUMO: 8.1 eV



Formula: C2H4N2O2S
Source: the OMol25 dataset
Level of theory: ωB97M-V/def2-TZVPD

```
11
Properties=species:S:1:pos:R:3:forces:R:3:mulliken_charge:R:1
N -1.0341 1.2697 -0.0001 -0.484 0.863 -0.192 -0.342
C -1.4196 -0.0359 -0.0630 0.424 0.944 0.003 0.444
O -2.5743 -0.4020 -0.1590 1.127 -0.284 0.214 -0.579
N -0.2973 -0.9256 0.0935 -1.605 -0.818 0.122 -0.192
O 0.8460 -0.4839 -0.5582 -0.129 1.117 -1.711 -0.189
C 1.8967 -0.4172 0.2304 0.654 -0.805 1.075 0.013
S 3.3321 0.1663 -0.1464 0.145 0.311 -0.307 -0.248
H -0.0685 1.6134 -0.0685 -0.949 -0.537 0.024 0.212
H -1.8073 1.9377 -0.1136 0.856 -0.524 0.083 0.243
H -0.5356 -1.7920 -0.3654 -0.188 -0.368 0.052 0.272
H 1.6620 -0.9303 1.1503 0.148 0.101 0.636 0.366
```
Positions in Å, forces in eV/Å.

Output
- HOMO energy: -9.43 eV
- 2S+1: 1
- Gap between HOMO and LUMO: 9.5 eV
- SMILES string: NC(=O)NOC=S



Formula: C4H8FN
Source: the OMol25 dataset
Level of theory: ωB97M-V/def2-TZVPD

```
14
Properties=species:S:1:pos:R:3:forces:R:3:mulliken_charge:R:1
C 1.7888 -1.2502 -0.2418 -5.398 5.759 2.293 -0.937
C 1.1910 0.2280 0.3006 3.309 -3.813 -4.576 0.592
F 1.9641 1.3971 0.2485 -1.347 -2.148 0.393 -0.246
N -0.1297 0.4503 0.4077 -0.157 -0.671 2.054 0.057
C -0.9609 1.3993 -0.3005 0.673 2.529 0.481 -0.889
C -0.8628 -0.7770 0.6157 -0.025 -0.277 0.892 -1.477
H 2.7421 -1.3209 -0.6074 2.311 0.230 -0.291 0.368
H 0.9714 -1.8769 -0.6835 0.977 0.727 0.831 0.213
H -1.7698 0.9117 -0.7564 -1.007 -1.074 -0.576 0.337
H -1.4622 2.3066 0.1893 1.224 -1.367 0.229 0.230
H -0.3563 1.7736 -1.0887 0.445 0.724 -0.843 0.376
H -1.6653 -0.6521 1.3451 -0.064 0.141 -0.187 0.280
H -1.2310 -0.9963 -0.3488 -0.955 -0.929 -0.986 0.568
H -0.2194 -1.5932 0.9204 0.014 0.170 0.287 0.527
```
Positions in Å, forces in eV/Å.

Output
- HOMO energy (spin up / spin down): -7.48 / -7.48 eV
- 2S+1: 1
- Gap between HOMO and LUMO (spin up / spin down): 8.4 / 8.4 eV
- SMILES string: C=C(F)N(C)C



Formula: C7H10O2
Source: the OMol25 dataset
Level of theory: ωB97M-V/def2-TZVPD

```
19
Properties=species:S:1:pos:R:3:forces:R:3:mulliken_charge:R:1
C -1.1288 0.6255 -0.1010 4.718 -2.494 0.574 0.264
C -1.7056 1.4613 -0.8796 -0.799 0.208 -1.059 -0.918
C 0.5013 -1.3736 0.3006 0.108 -2.220 -0.412 -0.889
C -0.4990 0.1223 2.0341 -0.257 1.133 1.743 -0.510
C 0.7505 -0.4580 1.4574 -0.760 0.872 -1.007 -0.095
C 0.6192 -0.1252 -0.4614 -3.894 0.875 -1.750 1.108
C 0.9854 -0.1042 -1.9354 2.095 2.005 -0.257 -1.521
O -1.5595 0.2040 1.1054 -0.458 -0.203 0.136 -0.410
O 1.4093 0.4658 0.5095 0.470 0.710 0.659 -0.533
H -2.6995 1.7733 -0.7886 -1.266 0.773 0.540 0.362
H -1.2483 1.6001 -1.8033 0.669 0.488 -1.523 0.259
H 1.2386 -2.1380 0.0795 0.982 0.407 0.142 0.353
H -0.3744 -1.9519 0.1315 -1.399 -0.028 0.582 0.287
H -0.8717 -0.5110 2.9314 0.643 1.149 -1.488 0.302
H -0.2051 1.1971 2.3600 -0.637 -1.594 -0.106 0.289
H 1.3900 -0.6022 2.2416 1.856 -1.124 1.895 0.615
H 1.7597 0.7311 -2.1142 -1.343 -0.923 0.273 0.317
H 0.1837 0.0282 -2.6235 -1.096 0.742 -0.050 0.365
H 1.4542 -0.9445 -2.4440 0.370 -0.777 1.107 0.355
```
Positions in Å, forces in eV/Å.

Output
- HOMO energy: -8.67 eV
- 2S+1: 1
- Gap between HOMO and LUMO: 9.6 eV



Electronic energy values (in eV) by entry order: -36869.8475 -20047.7162 -8481.2459 -11511.9669.
Energy relative to the best compared isomer or geometry (same formula, charge and spin) values (in eV) by entry order: 1.689 1.767 3.792 3.889.